A 7-piece molecular cluster, C18H38N6O14 overall, computed with ωB97M-V with the def2-TZVPD basis set.

Each line ends with the Mulliken charge.
Geometry (Å):
O: -4.411 0.664 -2.155  -0.56
C: -3.989 0.554 -3.288  0.49
C: -4.525 1.403 -4.335  -0.76
C: -4.152 1.320 -5.653  0.49
O: -4.705 2.187 -6.522  -0.51
C: -3.044 0.410 -6.037  0.35
O: -2.700 0.226 -7.184  -0.59
C: -2.332 -0.155 -4.938  -0.34
C: -2.784 -0.168 -3.709  0.33
O: -1.976 -0.673 -2.723  -0.24
H: -5.244 2.150 -4.032  0.42
H: -4.237 2.011 -7.341  0.33
H: -1.381 -0.639 -5.108  0.49
H: -2.334 -0.605 -1.836  0.24
C: 4.606 0.461 0.356  -0.78
N: 4.032 -0.515 1.359  0.82
O: 4.801 -1.155 2.061  -0.53
O: 2.794 -0.695 1.390  -0.41
H: 4.382 0.199 -0.678  0.17
H: 5.689 0.472 0.485  0.36
H: 4.229 1.467 0.540  0.35
C: -0.495 -0.763 1.006  -0.65
N: -1.926 -1.208 1.128  1.11
O: -2.633 -1.104 0.128  -0.68
O: -2.308 -1.642 2.206  -0.60
H: -0.262 -0.623 -0.049  -0.04
H: 0.005 -1.658 1.376  0.34
H: -0.394 0.143 1.604  0.36
C: 3.763 -3.907 0.025  -0.84
N: 2.367 -4.154 0.307  1.03
O: 1.746 -4.994 -0.367  -0.54
O: 1.986 -3.737 1.404  -0.47
H: 4.362 -3.715 0.915  0.34
H: 3.843 -2.941 -0.473  0.14
H: 4.195 -4.749 -0.517  0.35
C: -1.123 -5.036 1.559  -0.86
N: -1.417 -4.649 0.175  0.85
O: -2.134 -5.368 -0.542  -0.56
O: -0.944 -3.570 -0.229  -0.36
H: -2.028 -5.242 2.131  0.33
H: -0.342 -4.473 2.070  0.27
H: -0.567 -5.973 1.540  0.35
C: -2.718 0.617 4.977  -0.43
O: -2.078 1.621 5.734  -0.34
C: -1.417 2.564 4.997  -0.57
C: -0.787 3.649 5.899  0.26
C: -1.908 4.454 6.585  -1.19
N: -0.014 4.614 5.058  -0.68
H: -3.677 1.026 4.660  0.33
H: -2.983 -0.315 5.478  0.29
H: -2.183 0.292 4.084  -0.04
H: -0.633 2.006 4.484  0.30
H: -2.054 3.069 4.271  0.33
H: -0.182 3.211 6.693  0.30
H: -2.712 4.513 5.851  0.25
H: -1.476 5.354 7.022  0.41
H: -2.337 3.758 7.307  0.31
H: -0.542 4.932 4.258  0.22
H: 0.369 5.421 5.531  0.25
C: 1.191 -1.700 -3.166  -0.44
O: 2.165 -0.681 -2.812  -0.33
C: 1.707 0.608 -3.296  -0.47
C: 2.566 1.820 -2.847  0.16
C: 4.057 1.579 -3.178  -1.37
N: 2.454 2.003 -1.396  -0.53
H: 0.863 -1.571 -4.198  0.27
H: 0.331 -1.563 -2.510  0.02
H: 1.454 -2.746 -3.012  0.29
H: 1.802 0.474 -4.374  0.52
H: 0.714 0.821 -2.901  0.14
H: 2.125 2.710 -3.296  0.46
H: 4.498 0.679 -2.750  0.17
H: 4.631 2.388 -2.726  0.40
H: 4.293 1.499 -4.240  0.40
H: 1.513 2.286 -1.164  0.28
H: 2.550 1.052 -1.070  0.07

As for the charge: 0. As for the multiplicity: 1. The value obtained for the highest occupied orbital energy is -8.9 eV. The structure (SMILES) is O=C1C=C(O)C(=O)C=C1O.C[N+](=O)[O-].C[N+](=O)[O-].C[N+](=O)[O-].C[N+](=O)[O-].COC[C@H](C)N.COC[C@H](C)N. The gap between HOMO and LUMO comes out at 7.456 eV.

***

A 2-piece molecular cluster, C5H13NO overall, computed with ωB97M-V with the def2-TZVPD basis set.

Each line ends with the Löwdin spin population.
Geometry (Å):
C: -1.917 -0.113 -0.677  0.03
C: -0.810 0.256 -1.676  0.05
C: 0.532 -0.288 -1.207  0.26
C: 1.709 0.442 -0.983  0.32
C: 2.759 -0.079 -0.024  0.08
N: -1.813 0.709 0.567  0.01
H: -2.861 0.131 -1.183  0.01
H: -1.849 -1.177 -0.486  0.01
H: -1.022 -0.156 -2.675  0.02
H: -0.784 1.349 -1.739  0.01
H: 0.455 -1.257 -0.700  0.04
H: 2.005 1.280 -1.606  0.04
H: 3.363 0.707 0.433  0.01
H: 2.257 -0.759 0.687  0.02
H: 3.453 -0.785 -0.532  0.02
H: -2.365 1.525 0.327  0.01
H: -0.829 0.977 0.607  0.01
H: 0.444 -1.335 3.249  0.01
H: -0.572 -1.121 2.112  0.01
O: -0.360 -0.849 3.017  0.04

As for the charge: -1. As for the multiplicity: 2. The value obtained for the highest occupied orbital energy (spin up / spin down) is 1.1 / -3.1 eV. The expectation value of S² is 0.75. The gap between HOMO and LUMO (spin up / spin down) comes out at 3.199 / 7.062 eV. The energy above the lowest of the compared OMol25 structures with the same formula, charge and spin comes out at 44.0 kcal/mol.

***

One molecule with the formula C4H9NO2S, computed with ωB97M-V with the def2-TZVPD basis set.

Each line ends with the natural charge from an NBO analysis.
Geometry (Å):
C: -0.597 -1.987 -0.838  -0.61
C: -0.404 -0.548 -0.448  -0.23
C: -1.103 -0.082 0.872  -0.07
O: -0.531 1.130 1.343  -0.69
S: 0.701 1.669 0.473  2.23
N: 1.823 2.219 1.301  -1.14
O: 0.282 2.566 -0.566  -0.96
C: 1.037 0.031 -0.309  -0.65
H: -0.615 -1.995 -1.965  0.22
H: -1.528 -2.294 -0.510  0.22
H: 0.248 -2.571 -0.520  0.22
H: -0.900 0.103 -1.250  0.21
H: -2.226 -0.043 0.623  0.19
H: -1.018 -0.795 1.606  0.18
H: 1.840 3.205 0.968  0.40
H: 1.538 -0.563 0.495  0.23
H: 1.453 -0.047 -1.275  0.25

As for the charge: 0. As for the multiplicity: 1. The value obtained for the highest occupied orbital energy is -9.8 eV. The structure (SMILES) is C[C@H]1CO[S@](=N)(=O)C1. The gap between HOMO and LUMO comes out at 10.544 eV. The energy above the lowest of the compared OMol25 structures with the same formula, charge and spin comes out at 74.1 kcal/mol.

***

A 2-piece molecular cluster, C21H31N7O2S overall, computed with ωB97M-V with the def2-TZVPD basis set.

Each line ends with the natural charge from an NBO analysis.
Geometry (Å):
C: 0.112 0.347 1.167  -0.04
C: 0.548 -0.606 2.058  -0.32
C: 1.966 -0.346 2.296  -0.11
C: 2.330 0.746 1.515  0.31
N: 3.558 1.273 1.457  -0.44
C: 4.496 0.681 2.226  0.06
C: 4.221 -0.424 3.057  0.01
N: 5.067 -1.134 3.901  -0.44
C: 4.306 -2.054 4.445  0.20
N: 2.983 -2.003 4.010  -0.37
C: 1.963 -2.942 4.516  -0.02
C: 1.472 -3.902 3.428  -0.42
C: 0.515 -4.925 4.036  -0.22
N: -0.575 -4.216 4.725  -0.64
C: -0.184 -3.271 5.785  -0.21
C: 0.801 -2.240 5.233  -0.42
C: 2.940 -0.947 3.103  0.14
N: 1.201 1.155 0.839  -0.53
H: -0.901 0.446 0.788  0.23
H: -0.065 -1.393 2.482  0.22
H: 5.508 1.073 2.209  0.20
H: 4.675 -2.780 5.162  0.20
H: 2.453 -3.563 5.273  0.20
H: 2.323 -4.418 2.974  0.22
H: 0.960 -3.351 2.636  0.22
H: 0.106 -5.562 3.243  0.21
H: 1.051 -5.570 4.740  0.16
H: -1.285 -4.869 5.060  0.37
H: -1.069 -2.758 6.175  0.21
H: 0.279 -3.816 6.616  0.16
H: 0.274 -1.568 4.558  0.22
H: 1.192 -1.632 6.054  0.22
H: 1.197 1.933 0.184  0.43
C: 0.905 4.802 -5.604  -0.41
N: -0.339 4.238 -5.084  -0.61
C: -0.419 3.407 -4.038  0.66
O: 0.574 3.040 -3.418  -0.64
C: -1.818 2.860 -3.693  -0.13
C: -1.854 2.109 -2.348  -0.41
C: -3.277 1.669 -1.965  -0.53
S: -3.393 0.632 -0.482  0.20
C: -2.682 -0.924 -1.089  -0.75
N: -2.325 1.990 -4.767  -0.60
C: -2.863 2.436 -5.901  0.69
C: -3.362 1.390 -6.870  -0.71
O: -2.961 3.626 -6.170  -0.66
H: 0.755 5.165 -6.621  0.21
H: 1.231 5.627 -4.969  0.20
H: 1.685 4.037 -5.609  0.22
H: -1.203 4.437 -5.580  0.43
H: -2.479 3.724 -3.606  0.22
H: -1.208 1.233 -2.414  0.21
H: -1.469 2.761 -1.562  0.23
H: -3.878 2.563 -1.799  0.23
H: -3.724 1.113 -2.789  0.20
H: -2.737 -1.675 -0.300  0.24
H: -3.244 -1.276 -1.954  0.21
H: -1.638 -0.776 -1.364  0.22
H: -2.246 0.994 -4.642  0.40
H: -3.878 1.885 -7.692  0.25
H: -4.055 0.724 -6.360  0.22
H: -2.517 0.823 -7.258  0.23

As for the charge: 0. As for the multiplicity: 1. The value obtained for the highest occupied orbital energy is -7.9 eV. The structure (SMILES) is c1cc2c(ncc3ncn(C4CCNCC4)c32)[nH]1.CNC(=O)[C@H](CCSC)NC(C)=O. The gap between HOMO and LUMO comes out at 8.300 eV.

***

An isolated ion of composition C3H5O5S and charge -1, computed with ωB97M-V with the def2-TZVPD basis set.

Each line ends with the natural charge from an NBO analysis.
Geometry (Å):
C: -0.272 -1.251 -0.868  -0.65
C: -0.332 -0.115 0.072  0.04
O: 0.173 -0.333 1.327  -0.75
S: 0.522 1.410 -0.685  0.47
O: 2.047 0.765 -0.655  -0.47
O: 2.724 0.893 0.652  -0.51
C: -1.715 0.740 0.068  0.74
O: -2.264 0.631 1.115  -0.75
O: -1.940 1.405 -0.901  -0.72
H: 0.536 -1.083 -1.561  0.22
H: -1.186 -1.422 -1.322  0.22
H: -0.040 -2.245 -0.386  0.20
H: -0.475 0.219 1.799  0.50
H: 2.221 0.386 1.343  0.47

As for the charge: -1. As for the multiplicity: 1. The value obtained for the highest occupied orbital energy is -4.4 eV. The structure (SMILES) is C[C@@](O)(SOO)C(=O)[O-]. The gap between HOMO and LUMO comes out at 8.164 eV. The energy above the lowest of the compared OMol25 structures with the same formula, charge and spin comes out at 91.8 kcal/mol.

***

C36H41N8O2PdSTe2 as an isolated structure, computed with ωB97M-V with the def2-TZVPD basis set.

Each line ends with the Löwdin spin population.
Geometry (Å):
Pd: 1.479 -1.606 1.910  0.02
N: -0.267 -3.964 3.508  0.00
C: 0.289 -3.213 4.427  0.01
N: 0.242 -3.555 5.703  0.05
C: 0.671 -2.622 6.566  0.03
N: 0.631 -2.943 7.871  0.01
N: 1.262 -1.412 6.238  0.06
C: 1.426 -1.263 4.943  0.15
N: 0.969 -2.070 3.984  0.08
C: 2.250 -0.193 4.438  0.15
C: 3.011 0.638 5.286  0.03
C: 3.879 1.567 4.739  0.07
C: 4.094 1.518 3.367  0.11
C: 3.420 0.663 2.570  0.01
N: 2.451 -0.169 3.111  0.19
H: -0.777 -4.745 3.891  0.00
H: -0.278 -3.691 2.521  0.00
H: 0.256 -3.841 8.111  0.00
H: 0.947 -2.266 8.529  0.00
H: 2.786 0.589 6.354  0.00
H: 4.402 2.341 5.352  0.00
H: 4.793 2.157 2.851  0.01
H: 3.602 0.539 1.517  0.00
C: 3.035 -1.318 -2.193  0.00
C: 2.876 -1.055 -0.726  0.00
O: 3.661 -0.318 -0.075  0.00
N: 1.957 -1.759 -0.055  0.00
Te: 0.381 1.812 -1.040  0.00
C: 0.204 3.959 -0.737  0.00
C: -1.001 4.622 -1.002  0.00
C: -2.324 3.924 -1.096  0.00
C: -1.005 6.025 -1.041  0.00
C: 0.164 6.795 -0.958  0.00
C: 0.226 8.258 -1.314  0.00
C: 1.312 6.069 -0.520  0.00
C: 1.380 4.691 -0.354  0.00
C: 2.593 3.974 0.235  0.00
C: 0.108 1.477 -3.199  0.00
C: -1.028 0.738 -3.638  0.00
C: -2.181 0.445 -2.678  0.00
C: -1.063 0.256 -4.940  0.00
C: -0.034 0.524 -5.885  0.00
C: -0.203 -0.006 -7.297  0.00
C: 1.024 1.300 -5.461  0.00
C: 1.152 1.801 -4.144  0.00
C: 2.428 2.603 -3.798  0.00
H: 3.999 -0.894 -2.501  0.00
H: 2.247 -0.795 -2.787  0.00
H: 2.891 -2.369 -2.383  0.00
H: -2.361 2.976 -0.525  0.00
H: -2.566 3.698 -2.163  0.00
H: -3.122 4.616 -0.800  0.00
H: -1.947 6.515 -1.226  0.00
H: -0.633 8.502 -1.977  0.00
H: 1.195 8.538 -1.828  0.00
H: 0.132 8.919 -0.446  0.00
H: 2.230 6.621 -0.352  0.00
H: 3.354 4.690 0.530  0.00
H: 2.972 3.231 -0.488  0.00
H: 2.286 3.394 1.113  0.00
H: -2.511 1.353 -2.135  0.00
H: -1.875 -0.251 -1.851  0.00
H: -3.071 0.000 -3.174  0.00
H: -1.954 -0.279 -5.240  0.00
H: -1.231 -0.365 -7.474  0.00
H: 0.488 -0.826 -7.501  0.00
H: 0.039 0.764 -8.054  0.00
H: 1.902 1.438 -6.119  0.00
H: 2.946 2.822 -4.715  0.00
H: 3.058 1.994 -3.132  0.00
H: 2.186 3.548 -3.300  0.00
C: -1.942 -4.625 0.078  0.00
Te: -2.122 -2.484 0.397  0.00
C: -3.907 -3.112 1.555  0.00
C: -4.280 -4.469 1.057  0.00
C: -5.522 -5.060 1.308  0.00
C: -5.700 -6.422 1.176  0.00
C: -4.703 -7.166 0.580  0.00
C: -3.502 -6.569 0.147  0.00
C: -3.279 -5.209 0.410  0.00
H: -1.163 -4.932 0.786  0.00
H: -1.603 -4.804 -0.942  0.00
H: -4.646 -2.273 1.363  0.00
H: -3.486 -3.012 2.575  0.00
H: -6.358 -4.451 1.656  0.00
H: -6.624 -6.866 1.590  0.00
H: -4.833 -8.246 0.440  0.00
H: -2.735 -7.088 -0.385  0.00
O: -0.342 -2.568 -1.506  0.00
S: 0.794 -2.943 -0.593  0.00
N: 0.097 -2.819 0.964  0.00

As for the charge: -2. As for the multiplicity: 2. The value obtained for the highest occupied orbital energy (spin up / spin down) is 0.5 / 0.2 eV. The expectation value of S² is 0.76. The gap between HOMO and LUMO (spin up / spin down) comes out at 3.109 / 3.430 eV. The energy above the lowest of the compared OMol25 structures with the same formula, charge and spin comes out at 1.1 kcal/mol.

***

Taking the records one at a time from the top gives max |F| values of 0.0717, 0.0326, 0.0687, 0.0468, 0.1038, 0.0856 Eh/bohr.